The following is a quantum chemistry calculation of a 11-piece molecular cluster, C28H78O11 overall at a distorted geometry, from the Open Molecules 2025 dataset.

Its structure (SMILES) is CC(C)O.CC(C)O.CC(C)O.CC(C)O.CC(C)O.CC(C)O.CCO.CCO.CCO.CCO.CCO. The calculation puts the LUMO energy at 0.1 eV. For the energy above the lowest of the compared OMol25 structures with the same formula, charge and spin, the calculation gives 158.6 kJ/mol. For the total energy, the calculation gives -52820.1883 eV. As for the HOMO-LUMO gap: 9.834 eV.

Each atom is followed by the atoms it is bonded to, with distances in Å.
Atoms and positions in Å:
1 C -0.324 5.640 2.705  C2 1.497, H5 1.090, H6 1.090, H7 1.090
2 C 0.736 5.168 1.759  C1 1.497, C3 1.570, O4 1.384, H8 1.090
3 C 0.148 4.318 0.578  C2 1.570, H9 1.090, H10 1.090, H11 1.090
4 O 1.303 6.271 1.147  C2 1.384, H12 0.960
5 H -0.604 6.675 2.508  C1 1.090
6 H 0.161 5.787 3.670  C1 1.090
7 H -1.177 4.963 2.762  C1 1.090
8 H 1.468 4.531 2.255  C2 1.090
9 H -0.575 3.629 1.015  C3 1.090
10 H 0.904 3.748 0.038  C3 1.090
11 H -0.458 4.863 -0.146  C3 1.090
12 H 2.154 6.393 1.574  O4 0.960
13 C 2.709 2.176 -1.137  C14 1.541, H17 1.090, H18 1.090, H19 1.090
14 C 3.637 3.181 -1.847  C13 1.541, C15 1.480, O16 1.394, H20 1.090
15 C 3.162 4.578 -1.730  C14 1.480, H21 1.090, H22 1.090, H23 1.090
16 O 4.884 3.137 -1.226  C14 1.394, H24 0.960
17 H 2.708 2.424 -0.075  C13 1.090
18 H 3.081 1.158 -1.250  C13 1.090
19 H 1.672 2.225 -1.469  C13 1.090
20 H 3.787 3.040 -2.917  C14 1.090
21 H 2.222 4.737 -2.260  C15 1.090
22 H 3.817 5.294 -2.226  C15 1.090
23 H 3.059 5.026 -0.742  C15 1.090
24 H 4.721 3.452 -0.335  O16 0.960
25 C -4.138 -3.044 -0.403  C26 1.527, H29 1.090, H30 1.090, H31 1.090
26 C -5.122 -1.878 -0.346  C25 1.527, C27 1.570, O28 1.380, H32 1.090
27 C -5.597 -1.483 -1.789  C26 1.570, H33 1.090, H34 1.090, H35 1.090
28 O -6.218 -2.302 0.378  C26 1.380, H36 0.960
29 H -3.352 -2.943 -1.152  C25 1.090
30 H -4.554 -4.040 -0.554  C25 1.090
31 H -3.615 -3.186 0.543  C25 1.090
32 H -4.574 -1.095 0.179  C26 1.090
33 H -4.803 -1.112 -2.437  C27 1.090
34 H -6.241 -0.606 -1.847  C27 1.090
35 H -6.110 -2.340 -2.226  C27 1.090
36 H -6.804 -1.546 0.461  O28 0.960
37 C -0.906 -5.208 -0.833  C38 1.519, H41 1.090, H42 1.090, H43 1.090
38 C 0.448 -5.449 -0.187  C37 1.519, C39 1.522, O40 1.397, H44 1.090
39 C 1.207 -4.187 0.196  C38 1.522, H45 1.090, H46 1.090, H47 1.090
40 O 0.231 -6.217 0.960  C38 1.397, H48 0.960
41 H -0.766 -4.899 -1.869  C37 1.090
42 H -1.284 -4.320 -0.326  C37 1.090
43 H -1.595 -6.045 -0.720  C37 1.090
44 H 1.084 -5.997 -0.882  C38 1.090
45 H 0.789 -3.661 1.054  C39 1.090
46 H 1.219 -3.607 -0.727  C39 1.090
47 H 2.251 -4.389 0.434  C39 1.090
48 H -0.132 -7.074 0.727  O40 0.960
49 C 4.596 -2.084 -4.901  C50 1.547, H53 1.090, H54 1.090, H55 1.090
50 C 3.271 -1.550 -4.307  C49 1.547, C51 1.469, O52 1.378, H56 1.090
51 C 3.319 -0.231 -3.663  C50 1.469, H57 1.090, H58 1.090, H59 1.090
52 O 2.305 -1.604 -5.289  C50 1.378, H60 0.960
53 H 4.830 -1.501 -5.792  C49 1.090
54 H 4.541 -3.130 -5.205  C49 1.090
55 H 5.413 -1.918 -4.200  C49 1.090
56 H 3.088 -2.331 -3.569  C50 1.090
57 H 2.347 0.010 -3.232  C51 1.090
58 H 3.545 0.557 -4.381  C51 1.090
59 H 4.066 -0.271 -2.871  C51 1.090
60 H 2.233 -0.712 -5.638  O52 0.960
61 C -3.871 -2.420 3.598  C62 1.553, H65 1.090, H66 1.090, H67 1.090
62 C -2.774 -1.467 3.051  C61 1.553, C63 1.571, O64 1.394, H68 1.090
63 C -1.962 -0.785 4.210  C62 1.571, H69 1.090, H70 1.090, H71 1.090
64 O -1.888 -2.226 2.288  C62 1.394, H72 0.960
65 H -4.449 -2.867 2.789  C61 1.090
66 H -4.526 -1.762 4.170  C61 1.090
67 H -3.402 -3.199 4.198  C61 1.090
68 H -3.249 -0.680 2.466  C62 1.090
69 H -1.123 -0.245 3.772  C63 1.090
70 H -1.556 -1.539 4.884  C63 1.090
71 H -2.568 -0.065 4.761  C63 1.090
72 H -1.660 -3.081 2.660  O64 0.960
73 C -1.174 -0.521 -5.000  C74 1.510, H76 1.090, H77 1.090, H78 1.090
74 C -0.743 -1.000 -3.635  C73 1.510, O75 1.401, H79 1.090, H80 1.090
75 O -1.876 -1.091 -2.816  C74 1.401, H81 0.960
76 H -0.268 -0.544 -5.606  C73 1.090
77 H -1.439 0.523 -4.835  C73 1.090
78 H -2.024 -1.068 -5.408  C73 1.090
79 H -0.058 -0.256 -3.227  C74 1.090
80 H -0.227 -1.949 -3.781  C74 1.090
81 H -1.566 -1.282 -1.928  O75 0.960
82 C -0.054 0.698 0.698  C83 1.513, H85 1.090, H86 1.090, H87 1.090
83 C 0.151 -0.668 0.081  C82 1.513, O84 1.358, H88 1.090, H89 1.090
84 O -1.064 -1.206 -0.202  C83 1.358, H90 0.960
85 H -0.700 0.623 1.573  C82 1.090
86 H -0.540 1.423 0.044  C82 1.090
87 H 0.866 1.081 1.140  C82 1.090
88 H 0.603 -1.249 0.885  C83 1.090
89 H 0.691 -0.550 -0.858  C83 1.090
90 H -1.498 -1.282 0.651  O84 0.960
91 C -3.490 2.228 1.387  C92 1.576, H94 1.090, H95 1.090, H96 1.090
92 C -5.009 1.812 1.449  C91 1.576, O93 1.421, H97 1.090, H98 1.090
93 O -5.593 1.822 0.153  C92 1.421, H99 0.960
94 H -3.027 2.328 2.369  C91 1.090
95 H -3.379 3.176 0.859  C91 1.090
96 H -3.011 1.515 0.716  C91 1.090
97 H -5.559 2.541 2.045  C92 1.090
98 H -5.022 0.827 1.917  C92 1.090
99 H -4.844 1.725 -0.440  O93 0.960
100 C 2.842 1.814 4.148  C101 1.516, H103 1.090, H104 1.090, H105 1.090
101 C 1.349 2.068 4.212  C100 1.516, O102 1.417, H106 1.090, H107 1.090
102 O 1.055 3.252 4.933  C101 1.417, H108 0.960
103 H 3.146 0.917 3.609  C100 1.090
104 H 3.188 1.620 5.163  C100 1.090
105 H 3.397 2.674 3.774  C100 1.090
106 H 0.837 1.200 4.627  C101 1.090
107 H 1.023 2.088 3.172  C101 1.090
108 H 1.592 3.963 4.576  O102 0.960
109 C 3.741 -0.656 1.014  C110 1.535, H112 1.090, H113 1.090, H114 1.090
110 C 3.886 -1.596 -0.191  C109 1.535, O111 1.369, H115 1.090, H116 1.090
111 O 5.187 -1.867 -0.521  C110 1.369, H117 0.960
112 H 4.099 -1.155 1.914  C109 1.090
113 H 2.733 -0.284 1.197  C109 1.090
114 H 4.329 0.250 0.865  C109 1.090
115 H 3.422 -1.097 -1.042  C110 1.090
116 H 3.321 -2.514 -0.029  C110 1.090
117 H 5.567 -1.012 -0.738  O111 0.960

Atomic partial charges in e from the Mulliken method, atoms 1 to 5: -1.30 0.89 -0.42 -0.59 0.42